# 1
The following is a DFT calculation (ωB97M-V with the def2-TZVPD basis set) of an isolated ion of composition C5H8N and charge +1.

Each line ends with the Mulliken charge.
Geometry (Å):
C  -0.13118  -2.65557  -0.29999  -0.162
N  0.01447  -1.42901  -0.54800  -0.067
C  0.24034  -0.29163  -1.08149  -0.122
C  -0.06115  0.98489  -0.54337  -0.588
C  -0.64641  1.06827  0.91315  -0.392
C  0.68797  1.66725  0.80885  -0.359
H  -1.16836  -3.00113  -0.26915  0.294
H  0.71780  -3.39506  0.07005  0.270
H  0.52662  -0.32144  -2.05165  0.503
H  -0.39117  1.82159  -1.03960  0.573
H  -0.60102  0.10758  1.46924  0.221
H  -1.59647  1.55556  0.87328  0.286
H  0.99480  2.60700  0.13259  0.265
H  1.41377  1.28170  1.56611  0.278

Cartesian forces, eV/Å:
1.102 -0.259 1.254
0.790 -1.053 -0.160
-1.592 0.244 2.292
1.067 -2.376 4.739
0.367 -0.406 -1.137
0.633 1.622 -2.037
0.247 -0.343 -0.439
-1.600 1.882 -0.737
0.794 -0.337 -3.230
-0.180 1.118 -2.157
-0.259 0.879 -0.326
-0.313 0.497 0.535
-0.918 -1.415 3.027
-0.138 -0.055 -1.623

energy relative to the best compared isomer or geometry (same formula, charge and spin) = 411.6 kJ/mol
orbital gap = 9.06 eV
energy = -6793.822 eV
charge = +1
SMILES = C=[N+]=CC1CC1

***

# 2
The following is a DFT calculation (ωB97M-V with the def2-TZVPD basis set) of an isolated ion of composition C5H8N and charge +1.

Each line ends with the Mulliken charge.
Geometry (Å):
C  2.52686  0.09754  0.02175  -0.757
N  1.29517  -0.61805  0.10724  -0.210
C  0.09883  -0.03713  0.08474  0.377
C  -0.56813  1.18818  -0.00821  -0.273
C  -1.39581  0.12782  0.19458  0.480
C  -2.67623  -0.44310  0.04319  -1.329
H  2.26121  1.02595  0.42697  0.299
H  3.37438  -0.21968  0.70021  0.305
H  2.98201  0.03991  -1.09735  0.276
H  1.50017  -1.59782  0.01440  0.286
H  -0.39835  2.26953  -0.21065  0.367
H  -3.37837  0.27242  0.14031  0.408
H  -2.75124  -1.28731  0.56168  0.413
H  -2.87050  -0.81825  -0.97885  0.357

Cartesian forces, eV/Å:
2.709 0.022 -1.926
-1.383 -0.648 -0.085
-1.106 -0.092 0.593
0.367 0.058 0.279
5.375 0.810 -1.837
0.884 -0.007 -3.020
0.315 2.069 -0.322
-1.354 -0.484 -0.590
-1.223 0.663 2.633
-1.328 -0.594 0.211
-0.460 -1.041 0.304
-2.680 2.141 1.033
-0.862 -3.227 2.793
0.746 0.329 -0.065

energy relative to the best compared isomer or geometry (same formula, charge and spin) = 310.5 kJ/mol
orbital gap = 11.00 eV
energy = -6794.870 eV
charge = +1
SMILES = C/[NH+]=c1\cc1C

***

# 3
The following is a DFT calculation (ωB97M-V with the def2-TZVPD basis set) of a 2-piece molecular cluster, C5H8N overall.

Each line ends with the Mulliken charge.
Geometry (Å):
C  1.19791  -0.76601  0.00520  0.019
C  1.73737  -1.95433  0.11968  -0.634
C  -2.05431  0.03821  0.02330  0.464
C  0.76395  0.40601  -0.09741  0.729
C  0.90603  1.89544  0.01023  -0.907
N  -2.99637  -0.80386  -0.12728  -0.400
H  1.99613  -2.34768  -0.86442  0.264
H  2.07500  -2.49695  0.99640  0.305
H  -0.98052  -0.09731  -0.16146  -0.439
H  -2.45583  0.86135  0.63421  0.342
H  1.79571  2.36063  -0.47726  0.343
H  0.81194  2.29605  0.96868  0.331
H  0.04608  2.30233  -0.51806  0.341
H  -2.84310  -1.69389  -0.51180  0.241

Cartesian forces, eV/Å:
-1.137 1.198 0.845
0.816 -0.482 -1.386
-3.893 -1.055 1.420
2.236 0.959 0.624
-1.111 -0.891 -2.052
1.462 2.212 0.470
0.070 -0.563 0.240
-0.392 0.264 0.185
0.649 0.030 -0.410
1.171 0.593 -0.527
-0.406 -1.064 0.036
0.046 0.026 1.909
-0.089 0.303 -0.402
0.577 -1.530 -0.953

energy relative to the best compared isomer or geometry (same formula, charge and spin) = 594.7 kJ/mol
orbital gap (alpha / beta) = 6.45 / 6.45 eV
energy = -6791.925 eV
charge = +1

***

# 4
The following is a DFT calculation (ωB97M-V with the def2-TZVPD basis set) of an isolated ion of composition C5H8N and charge +1.

Each line ends with the Mulliken charge.
Geometry (Å):
C  -0.52188  1.64149  -0.91387  -0.468
C  -0.22986  1.53071  0.41273  -0.025
C  0.63052  -0.07250  1.80762  -0.073
C  0.41210  -0.26214  -0.71951  -0.028
C  -0.40678  -1.48997  -0.95611  -1.107
N  0.39518  0.38414  0.67153  0.156
H  -0.79034  2.37203  -1.66615  0.362
H  -0.46144  2.27802  1.24856  0.257
H  0.95878  -1.14340  1.89280  0.291
H  0.43340  0.52577  2.68994  0.246
H  1.26910  -0.23132  -1.47471  0.346
H  -0.91104  -1.70607  -0.06377  0.382
H  0.33478  -2.26747  -1.14315  0.346
H  -1.11252  -1.55929  -1.78591  0.315

Cartesian forces, eV/Å:
2.906 -4.116 2.558
-2.636 5.901 -1.501
0.969 -2.877 1.699
-1.562 3.492 -3.272
1.195 -0.209 0.068
0.433 -2.351 -2.096
-0.363 -0.250 0.225
0.532 -1.175 -1.140
-0.054 1.325 0.034
0.027 -0.005 -0.084
-0.419 0.529 2.244
-1.068 -0.661 1.202
-0.166 -0.384 0.084
0.207 0.781 -0.022

energy relative to the best compared isomer or geometry (same formula, charge and spin) = 503.5 kJ/mol
orbital gap = 8.97 eV
energy = -6792.870 eV
charge = +1

***

# 5
The following is a DFT calculation (ωB97M-V with the def2-TZVPD basis set) of C5H8N as an isolated structure.

Each line ends with the Mulliken charge.
Geometry (Å):
C  0.96891  0.17531  1.96454  -0.120
C  0.80199  1.38213  1.45939  -0.133
C  -0.52709  1.45501  0.91229  -0.047
C  -0.37273  -0.59929  -1.75997  -1.110
C  0.24383  -0.98648  -0.48871  -0.258
N  -0.14488  -0.01927  1.06478  -0.064
H  1.51149  -0.69992  2.22395  0.429
H  -1.23400  1.82006  1.70702  0.262
H  -0.81412  1.88045  -0.07987  0.265
H  -1.39649  -0.52246  -1.76174  0.381
H  0.03361  0.47713  -2.07227  0.257
H  -0.28683  -1.32738  -2.59118  0.364
H  1.25116  -1.10087  -0.49543  0.398
H  -0.03486  -1.93443  -0.08280  0.376

Cartesian forces, eV/Å:
-1.053 0.123 -1.170
1.758 -0.784 -0.015
-2.174 0.494 0.754
1.892 3.117 -1.324
-2.409 -0.129 2.367
0.070 0.063 -3.313
0.810 0.129 0.967
0.450 -0.745 -0.849
0.751 -0.717 0.717
-2.660 0.384 0.684
-0.692 -2.462 0.198
1.008 0.206 0.594
3.337 0.859 0.071
-1.089 -0.538 0.319

energy relative to the best compared isomer or geometry (same formula, charge and spin) = 673.9 kJ/mol
orbital gap = 9.43 eV
energy = -6791.104 eV
charge = +1

***

# 6
The following is a DFT calculation (ωB97M-V with the def2-TZVPD basis set) of an isolated ion of composition C5H8N and charge +1.

Each line ends with the Mulliken charge.
Geometry (Å):
C  1.07364  -0.97409  1.39467  -1.135
C  0.54084  -0.27136  0.18837  0.348
C  0.95224  0.36294  -0.91054  -0.831
C  -0.49852  0.35938  -1.48512  0.124
N  -1.20660  1.09917  -0.49486  -0.189
C  -0.92115  -0.32749  -0.23271  -0.404
H  0.16009  -1.45506  1.99945  0.272
H  1.46937  -0.18189  2.05804  0.298
H  1.88409  -1.66724  1.41051  0.350
H  1.84051  0.63492  -1.29042  0.543
H  -0.84971  0.42567  -2.47811  0.527
H  -0.59553  1.57835  0.14313  0.280
H  -2.16570  1.40955  -0.43596  0.312
H  -1.68357  -0.99283  0.13355  0.506

Cartesian forces, eV/Å:
-2.376 1.049 2.601
0.626 -2.232 0.356
-3.378 -1.391 0.761
1.471 -0.517 -0.318
-1.102 1.493 2.849
0.715 -0.424 -0.397
2.087 0.976 -1.381
-0.280 -0.206 0.038
0.408 -0.668 -1.054
2.869 1.121 -1.307
-0.349 -0.408 -0.872
0.111 1.240 0.064
-0.511 0.027 -0.849
-0.291 -0.061 -0.492

energy relative to the best compared isomer or geometry (same formula, charge and spin) = 380.2 kJ/mol
orbital gap = 10.70 eV
energy = -6794.148 eV
charge = +1
SMILES = CC1=C[C@@H]2[NH2+][C@H]12

***

# 7
The following is a DFT calculation (ωB97M-V with the def2-TZVPD basis set) of a 2-piece molecular cluster, C5H8N overall.

Each line ends with the Mulliken charge.
Geometry (Å):
C  0.94341  -0.07935  0.11256  0.487
C  -1.70622  0.71012  0.22796  0.255
C  2.06043  -0.21446  0.90507  -0.601
C  2.08575  0.42285  -0.64574  -0.501
C  -2.25201  -0.61797  -0.29652  -0.914
N  -0.60338  1.13204  0.63220  -0.323
H  -2.47157  1.45406  0.20136  0.413
H  1.74195  0.30620  1.72873  0.328
H  2.65897  -1.05835  1.05435  0.344
H  2.43659  -0.42710  -1.25936  0.285
H  2.15310  1.32913  -1.17903  0.328
H  -3.29141  -0.54263  -0.54327  0.322
H  -1.60381  -0.93061  -1.28382  0.263
H  -2.15181  -1.48393  0.34552  0.315

Cartesian forces, eV/Å:
-2.381 3.423 -1.053
-0.240 -1.814 -0.418
-0.228 -0.309 -1.664
-1.990 -3.512 0.471
2.639 -0.465 -2.476
2.446 -2.142 -1.414
-0.511 1.051 0.631
0.197 1.542 2.613
1.218 -0.910 -0.053
0.536 0.307 0.598
0.031 1.438 0.260
-0.412 0.244 -0.348
-1.646 0.940 2.208
0.340 0.208 0.646

energy relative to the best compared isomer or geometry (same formula, charge and spin) = 724.4 kJ/mol
orbital gap (alpha / beta) = 8.12 / 8.12 eV
energy = -6790.581 eV
charge = +1

***

# 8
The following is a DFT calculation (ωB97M-V with the def2-TZVPD basis set) of an isolated ion of composition C5H8N and charge +1.

Each line ends with the Mulliken spin population.
Geometry (Å):
C  -1.15344  -0.05811  -0.07507  0.543
C  -2.38834  0.13415  0.23170  0.977
C  1.23748  -0.69758  0.20714  0.041
C  -0.04857  -0.84972  -0.61314  0.095
C  -0.06275  0.59288  -0.78562  0.223
N  1.16802  0.75813  0.18481  0.097
H  -2.76798  1.17306  0.14583  0.016
H  -3.00086  -0.65562  0.35372  0.036
H  1.34299  -1.29290  1.24211  -0.012
H  2.04956  -1.01282  -0.38854  0.001
H  -0.15038  -1.70286  -1.21736  0.002
H  -0.31091  1.22996  -1.71527  -0.010
H  0.96990  1.09869  1.06218  0.002
H  1.95477  1.30221  -0.19466  -0.011

Cartesian forces, eV/Å:
13.374 -1.298 -3.077
-9.170 4.641 1.988
0.472 -3.386 2.423
-0.925 -1.275 1.867
-2.636 2.745 -2.035
0.712 0.738 -2.283
-0.147 -1.027 0.294
-2.365 -2.196 0.435
-0.389 1.931 -2.071
0.986 -0.321 -0.672
-0.134 -0.762 -1.169
1.217 -0.673 1.745
-0.974 1.483 2.498
-0.023 -0.600 0.057

energy relative to the best compared isomer or geometry (same formula, charge and spin) = 473.0 kJ/mol
orbital gap (alpha / beta) = 7.03 / 8.04 eV
spin multiplicity = 3
energy = -6789.674 eV
expectation value of S² = 2.006
charge = +1